{"formula": "C35H32F16NO5PS", "method": "ωB97M-V/def2-TZVPD", "species": ["C", "O", "C", "C", "C", "C", "O", "O", "C", "P", "N", "C", "F", "F", "C", "F", "F", "F", "S", "O", "O", "C", "F", "F", "C", "F", "F", "C", "F", "F", "F", "H", "H", "H", "H", "H", "H", "H", "H", "H", "H", "H", "H", "F", "C", "C", "C", "C", "C", "C", "H", "H", "H", "H", "H", "F", "C", "C", "C", "C", "C", "C", "H", "H", "H", "H", "H", "F", "C", "C", "C", "C", "C", "C", "H", "H", "H", "H", "H", "F", "C", "C", "C", "C", "C", "C", "H", "H", "H", "H", "H"], "xyz": [[-0.9161, -1.9800, -2.6261], [-0.0783, -1.3328, -1.6774], [0.7212, -0.3425, -2.2543], [1.7432, 0.1337, -1.2301], [2.9555, -0.8077, -1.1427], [2.6442, -2.2546, -1.4859], [2.8850, -3.1317, -0.6831], [1.1827, 0.4980, 0.0035], [0.9288, -0.5550, 0.9158], [2.1070, -0.6560, 2.3673], [2.1153, -2.1474, 2.8780], [-0.4913, -0.2490, 1.4679], [-1.2817, 0.1533, 0.4595], [-0.4645, 0.7686, 2.3612], [-1.1968, -1.4373, 2.1765], [-0.8157, -1.5680, 3.4466], [-2.5183, -1.1670, 2.1985], [-1.0348, -2.5881, 1.5129], [2.4470, 1.7144, -1.8860], [2.4558, 1.6088, -3.3150], [3.6966, 1.9993, -1.2511], [1.2947, 3.0546, -1.3117], [1.5520, 3.2770, -0.0181], [0.0103, 2.6553, -1.3815], [1.4686, 4.4114, -2.0880], [2.4423, 4.3694, -3.0013], [1.8050, 5.3589, -1.1962], [0.1657, 4.9215, -2.7604], [0.4949, 6.0556, -3.4114], [-0.7533, 5.2414, -1.8464], [-0.3107, 4.0611, -3.6572], [-0.6140, -1.7418, -3.6454], [-0.8486, -3.0534, -2.5226], [-1.9395, -1.6525, -2.5210], [1.2616, -0.6950, -3.1319], [0.1034, 0.4934, -2.5907], [3.6640, -0.4602, -1.8985], [3.4722, -0.7436, -0.1958], [2.2446, -2.5432, -2.4700], [0.8610, -1.5419, 0.4697], [1.7314, 0.2087, 3.4121], [3.4198, -0.3047, 1.9810], [1.4972, -2.7392, 2.3377], [2.4963, -1.2480, 5.4650], [2.4427, -2.0660, 6.5297], [1.2153, -2.3442, 7.0974], [1.1608, -3.1924, 8.1930], [2.3264, -3.7414, 8.7092], [3.5504, -3.4457, 8.1249], [3.6133, -2.6055, 7.0229], [0.3192, -1.9014, 6.6824], [0.2058, -3.4265, 8.6433], [2.2800, -4.4008, 9.5655], [4.4600, -3.8707, 8.5275], [4.5557, -2.3694, 6.5472], [3.1146, 10.4119, -7.4265], [2.5447, 10.0197, -6.2702], [2.7531, 8.7303, -5.8234], [2.1679, 8.3312, -4.6306], [1.3803, 9.2180, -3.9093], [1.1806, 10.5088, -4.3788], [1.7694, 10.9187, -5.5662], [3.3647, 8.0531, -6.4045], [2.3280, 7.3282, -4.2644], [0.9226, 8.9019, -2.9813], [0.5642, 11.1998, -3.8197], [1.6325, 11.9225, -5.9456], [-2.8759, -3.2819, -3.7616], [-4.0564, -3.1105, -4.4018], [-4.0522, -2.6172, -5.6902], [-5.2636, -2.4452, -6.3436], [-6.4532, -2.7583, -5.7005], [-6.4329, -3.2493, -4.4023], [-5.2255, -3.4330, -3.7448], [-3.1138, -2.3730, -6.1705], [-5.2780, -2.0660, -7.3561], [-7.3960, -2.6195, -6.2119], [-7.3592, -3.4900, -3.8990], [-5.1868, -3.8215, -2.7358], [-0.4647, -5.6006, 6.6970], [-1.4724, -5.3381, 5.8439], [-1.1834, -4.7949, 4.6076], [-2.2278, -4.5341, 3.7311], [-3.5373, -4.8078, 4.1039], [-3.8054, -5.3485, 5.3537], [-2.7671, -5.6221, 6.2317], [-0.1555, -4.5816, 4.3410], [-2.0216, -4.1209, 2.7599], [-4.3485, -4.5989, 3.4190], [-4.8252, -5.5587, 5.6467], [-2.9534, -6.0517, 7.2071]], "largest_force_ha_per_bohr": 0.0565, "homo_lumo_gap_ev": 8.97, "smiles": "COC[C@](CC=O)(O[C@@H]([PH2]=N)C(F)(F)C(F)(F)F)S(=O)(=O)C(F)(F)C(F)(F)C(F)(F)F.Fc1ccccc1.Fc1ccccc1.Fc1ccccc1.Fc1ccccc1", "energy_ev": -112141.39810}

---

{"formula": "C35H32N4O3Pt", "method": "ωB97M-V/def2-TZVPD", "species": ["Pt", "C", "N", "C", "C", "C", "C", "C", "N", "C", "C", "C", "C", "C", "C", "H", "H", "H", "H", "H", "H", "H", "H", "H", "H", "H", "C", "C", "C", "C", "C", "C", "O", "N", "C", "O", "N", "C", "O", "H", "H", "H", "H", "H", "H", "H", "H", "H", "H", "H", "C", "C", "C", "C", "C", "C", "C", "C", "C", "C", "C", "C", "C", "C", "C", "H", "H", "H", "H", "H", "H", "H", "H", "H", "H"], "xyz": [[10.0330, -13.6095, -11.8934], [11.2914, -15.6545, -10.0456], [10.6157, -15.4718, -11.3671], [10.2027, -16.4898, -12.1019], [9.3342, -16.1169, -13.1658], [8.8171, -16.7290, -14.3673], [8.1763, -15.7021, -15.0884], [8.2768, -14.5287, -14.3348], [8.9178, -14.7823, -13.1327], [12.5867, -14.8741, -10.0300], [12.8655, -13.6806, -9.3317], [14.0609, -13.0078, -9.5574], [15.0701, -13.5893, -10.3558], [14.8106, -14.7751, -11.0046], [13.5661, -15.3935, -10.8833], [11.4765, -16.7298, -9.9038], [10.5801, -15.2307, -9.3478], [10.4820, -17.5506, -11.9325], [8.8839, -17.7751, -14.6406], [7.7365, -15.8052, -16.0776], [7.8805, -13.5225, -14.5012], [12.2021, -13.3031, -8.5710], [14.2353, -12.0682, -9.0735], [16.0788, -13.1851, -10.4171], [15.5585, -15.2715, -11.6082], [13.3533, -16.2741, -11.5002], [6.1681, -14.5012, -8.0851], [6.9809, -13.3390, -7.5589], [7.6137, -12.2608, -8.5144], [8.4349, -11.3893, -7.5799], [9.0245, -10.0930, -8.0512], [6.5492, -11.4665, -9.2715], [5.7059, -10.7636, -8.7225], [6.5180, -11.5452, -10.6450], [7.4536, -12.1334, -11.4829], [7.2842, -12.0579, -12.6824], [8.4467, -12.8525, -10.8226], [8.5790, -12.9757, -9.4731], [9.5091, -13.6172, -8.9560], [5.8149, -15.1245, -7.2353], [6.7382, -15.1044, -8.7883], [5.2222, -14.1807, -8.5849], [7.8788, -13.7887, -7.0994], [6.4888, -12.8447, -6.7267], [9.2693, -12.0139, -7.2351], [7.8762, -11.1865, -6.6607], [9.7222, -10.2560, -8.8934], [9.5743, -9.6794, -7.1971], [8.1875, -9.3875, -8.3248], [5.7362, -11.0590, -11.1102], [11.3094, -12.3429, -12.4862], [12.1574, -11.5390, -12.8396], [13.1776, -10.6639, -13.2333], [14.0313, -11.0607, -14.3245], [13.5974, -12.0907, -15.2067], [14.3758, -12.4252, -16.3161], [15.6007, -11.7670, -16.4873], [16.1139, -10.8593, -15.5394], [15.3333, -10.5167, -14.4622], [13.3114, -9.4245, -12.4829], [12.7538, -9.3980, -11.1847], [12.8430, -8.2785, -10.3706], [13.4859, -7.1392, -10.8814], [14.0155, -7.1194, -12.1764], [13.9570, -8.2425, -12.9764], [12.6412, -12.5548, -15.0367], [14.0757, -13.1238, -17.0984], [16.1798, -11.9317, -17.3847], [17.0682, -10.3988, -15.6559], [15.7269, -9.8806, -13.6842], [12.3240, -10.3208, -10.8009], [12.3815, -8.2177, -9.3886], [13.6012, -6.2813, -10.2491], [14.4689, -6.2057, -12.5052], [14.3680, -8.2050, -13.9776]], "relative_energy_ev": 0.000, "multiplicity": 5, "largest_force_ha_per_bohr": 0.0580, "homo_lumo_gap_ev": [6.41, 6.16], "energy_ev": -52159.42322}

---

{"formula": "C35H32N6O2PS2Se2Zn", "method": "ωB97M-V/def2-TZVPD", "species": ["Zn", "C", "C", "N", "C", "C", "N", "C", "C", "C", "C", "C", "N", "C", "C", "N", "C", "C", "N", "C", "C", "C", "N", "C", "C", "H", "H", "H", "H", "H", "H", "H", "H", "H", "H", "H", "H", "O", "C", "C", "C", "O", "C", "Se", "C", "Se", "H", "H", "H", "H", "H", "H", "H", "H", "H", "H", "S", "P", "S", "C", "C", "C", "C", "C", "C", "C", "C", "C", "C", "C", "C", "H", "H", "H", "H", "H", "H", "H", "H", "H", "H"], "xyz": [[0.6829, -0.6615, -0.1905], [-0.1138, -3.4421, 3.2462], [0.3170, -2.9107, 2.0402], [0.0583, -1.6532, 1.7253], [-0.6465, -0.9179, 2.5796], [-1.0838, -1.4695, 3.7758], [-0.8136, -2.7241, 4.1185], [-0.9538, 0.4701, 2.1468], [-1.4816, 1.4443, 2.9775], [-1.7309, 2.7064, 2.4541], [-1.4406, 2.9460, 1.1167], [-0.9050, 1.9196, 0.3542], [-0.6830, 0.7214, 0.8734], [-0.5126, 2.0537, -1.0754], [-0.8086, 3.1580, -1.8604], [-0.4434, 3.2381, -3.1356], [0.2266, 2.2039, -3.6308], [0.5422, 1.0958, -2.8565], [0.1649, 1.0309, -1.5915], [-2.2717, 3.7859, 3.3149], [-3.2644, 4.6460, 2.8600], [-3.7345, 5.6386, 3.7051], [-3.2870, 5.8292, 4.9452], [-2.3329, 5.0038, 5.3728], [-1.7999, 3.9785, 4.6080], [0.1023, -4.4710, 3.5070], [0.8700, -3.4921, 1.3102], [-1.6795, -0.8938, 4.4735], [-1.6952, 1.2351, 4.0162], [-1.5899, 3.9314, 0.6981], [-1.3510, 4.0050, -1.4587], [0.5211, 2.2526, -4.6715], [1.1040, 0.2531, -3.2387], [-3.6856, 4.5316, 1.8692], [-4.5149, 6.3122, 3.3687], [-1.9696, 5.1732, 6.3805], [-1.0070, 3.3576, 5.0057], [4.6920, -2.2234, 2.5454], [3.9957, -2.1254, 1.2927], [4.5152, -0.9152, 0.5259], [6.0457, -1.0491, 0.4421], [6.6765, -0.0148, -0.3119], [4.1794, 0.3730, 1.2970], [2.2903, 0.9224, 1.3204], [3.9718, -0.8789, -0.9256], [2.3608, -1.9037, -1.4211], [4.2476, -2.8892, 3.0751], [2.9258, -1.9842, 1.4596], [4.1376, -3.0356, 0.7023], [6.2900, -2.0302, 0.0127], [6.4774, -1.0024, 1.4390], [6.1746, 0.1077, -1.1244], [4.7602, 1.1967, 0.8844], [4.4881, 0.2392, 2.3327], [4.7246, -1.2805, -1.6090], [3.7761, 0.1571, -1.2014], [-4.5735, -2.2187, -2.5441], [-2.6512, -2.5784, -2.3297], [-1.7067, -1.7329, -0.7629], [-1.7492, -2.1762, -3.8755], [-2.4383, -2.0667, -5.0807], [-1.7481, -1.8073, -6.2578], [-0.3663, -1.6593, -6.2424], [0.3255, -1.7689, -5.0438], [-0.3680, -2.0214, -3.8679], [-2.3314, -4.3837, -2.1917], [-3.3590, -5.3041, -2.3391], [-3.1019, -6.6668, -2.2267], [-1.8144, -7.1150, -1.9761], [-0.7796, -6.1965, -1.8311], [-1.0379, -4.8387, -1.9325], [-3.5162, -2.1705, -5.0782], [-2.2922, -1.7192, -7.1906], [0.1688, -1.4592, -7.1633], [1.4035, -1.6591, -5.0074], [0.1680, -2.0856, -2.9299], [-4.3588, -4.9371, -2.5363], [-3.9127, -7.3771, -2.3353], [-1.6142, -8.1762, -1.8902], [0.2289, -6.5398, -1.6340], [-0.2353, -4.1229, -1.7923]], "relative_energy_ev": 0.726, "largest_force_ha_per_bohr": 0.0116, "homo_lumo_gap_ev": 5.73, "charge": -1, "energy_ev": -259925.77844}

---

{"formula": "C35H33B2EuF4N6O5PS2", "method": "ωB97M-V/def2-TZVPD", "species": ["Eu", "C", "C", "N", "O", "B", "F", "F", "O", "N", "C", "C", "C", "N", "O", "B", "F", "F", "O", "N", "C", "C", "C", "H", "H", "H", "H", "H", "H", "H", "H", "H", "H", "H", "H", "S", "C", "C", "C", "C", "C", "C", "C", "C", "C", "N", "H", "H", "H", "H", "H", "H", "C", "C", "C", "C", "C", "C", "P", "C", "C", "C", "C", "C", "C", "C", "C", "C", "C", "C", "C", "H", "H", "H", "H", "H", "H", "H", "H", "H", "H", "H", "H", "H", "H", "H", "O", "S", "N"], "xyz": [[-0.2551, -0.1023, 0.7062], [2.3765, 4.1695, 0.5393], [1.4379, 3.0287, 0.3173], [1.5526, 1.8963, 0.8868], [2.6024, 1.7797, 1.7913], [2.1619, 0.8743, 2.8984], [3.1842, 0.5861, 3.7385], [1.7872, -0.3434, 2.1250], [0.9894, 1.3036, 3.7041], [-0.1777, 1.3483, 2.9976], [-1.1112, 2.1019, 3.4582], [-0.9255, 2.9165, 4.7661], [-2.2880, 2.3626, 2.5422], [-2.2827, 1.6355, 1.5081], [-3.3953, 1.7756, 0.5819], [-2.8621, 1.5668, -0.8161], [-3.8746, 1.6928, -1.6841], [-2.3218, 0.1822, -0.8367], [-1.8581, 2.5632, -1.2452], [-0.7029, 2.2823, -0.4937], [0.1915, 3.2194, -0.5215], [-0.0298, 4.5012, -1.2631], [-3.2888, 3.4341, 2.8303], [2.6778, 4.3097, 1.5693], [1.9898, 5.1308, 0.1386], [3.2826, 3.9080, 0.0201], [-1.7354, 3.5449, 5.0591], [-0.0143, 3.4405, 4.6195], [-0.7437, 2.1810, 5.5671], [-0.9714, 4.4857, -1.7745], [0.8131, 4.6585, -1.9345], [-0.0666, 5.4103, -0.6326], [-3.7674, 3.3220, 3.8096], [-4.0539, 3.4026, 2.0574], [-2.7767, 4.3990, 2.7844], [-1.7504, -1.3305, 4.6746], [-3.3122, -0.6655, 4.5651], [-3.8885, -0.8393, 3.3193], [-3.0304, -1.5869, 2.4736], [-1.8692, -1.9726, 3.0620], [-0.8614, -2.9542, 2.5669], [-0.5043, -4.0617, 3.2756], [0.5517, -4.8685, 2.8636], [1.1593, -4.6368, 1.6906], [0.7222, -3.5340, 0.9649], [-0.2164, -2.7018, 1.3849], [-3.6774, -0.1301, 5.4174], [-4.8546, -0.4628, 3.0759], [-1.0416, -4.3495, 4.1582], [0.8344, -5.6959, 3.5133], [2.0225, -5.2382, 1.4085], [1.1593, -3.2704, 0.0415], [-0.9386, 1.6405, -5.3579], [0.0643, 2.2062, -4.5770], [0.5400, 1.4527, -3.5025], [0.1483, 0.1282, -3.3124], [-0.7988, -0.4245, -4.1747], [-1.4073, 0.3572, -5.1157], [0.8791, -0.7603, -1.8734], [2.6768, -0.5981, -1.9671], [3.3666, -0.6136, -3.1683], [4.7752, -0.4069, -3.1344], [5.3787, -0.1635, -1.9088], [4.6707, -0.1592, -0.7081], [3.3405, -0.4206, -0.7095], [0.5885, -2.5434, -2.1669], [-0.7407, -3.0437, -1.9717], [-1.0219, -4.3750, -2.1707], [-0.0109, -5.2576, -2.5503], [1.3013, -4.8056, -2.6930], [1.5723, -3.4504, -2.4969], [-1.4448, 2.1941, -6.1373], [0.3551, 3.2560, -4.7351], [1.2965, 1.8558, -2.8821], [-1.0899, -1.4406, -4.0923], [-2.1379, -0.0610, -5.7467], [2.7998, -0.8924, -4.0690], [5.3148, -0.5618, -4.0484], [6.4678, -0.0877, -1.8811], [5.1956, 0.0190, 0.2779], [2.8087, -0.3444, 0.2246], [-1.5492, -2.2956, -1.6520], [-1.9849, -4.7762, -1.9553], [-0.3180, -6.2489, -2.7960], [2.1337, -5.3800, -3.0527], [2.5524, -3.0555, -2.5833], [-4.2033, -2.0451, -1.0412], [-4.3165, -1.4788, 0.2768], [-3.2507, -2.0880, 1.1821]], "multiplicity": 8, "largest_force_ha_per_bohr": 0.0495, "homo_lumo_gap_ev": [6.19, 7.72], "energy_ev": -118526.49449}